Record 1
A molecular structure, C47H38ClN6O8PYb at a distorted geometry. Source: the OMol25 dataset; level of theory: ωB97M-V with the def2-TZVPD basis set.

Its gap between HOMO and LUMO (alpha / beta) is 6.646 / 6.647 eV. As for the relative energy (zero: lowest compared OMol25 entry of this formula, charge and spin): 0.108 eV. Its molecular weight is 1054.3 g mol⁻¹.

Geometry as ORCA input:
```
! wB97M-V def2-TZVPD RIJCOSX def2/J DEFGRID3
* xyz 1 2
Yb -0.9174 -0.0042 0.4902
O 5.5083 -0.3777 -3.1266
C 5.1049 -0.1020 -2.0094
O 5.8478 0.2671 -1.0005
C 3.6113 -0.0782 -1.6948
C 2.7903 -1.2221 -1.7948
C 1.4388 -1.0853 -1.5467
N 0.9486 0.1430 -1.2155
C 1.6326 1.2209 -1.2972
C 3.0021 1.1774 -1.5253
C 0.8667 2.5130 -1.1161
C 1.4016 3.6998 -1.7110
C 0.7243 4.9226 -1.5029
C -0.4923 4.8342 -0.8760
C -0.9078 3.6765 -0.2711
N -0.2544 2.4649 -0.3999
C 0.4420 -2.2209 -1.6316
C 0.8433 -3.4692 -2.1472
C -0.2177 -4.3976 -2.4035
C -1.5070 -4.1197 -2.1597
C -1.7574 -2.8845 -1.5085
N -0.8227 -1.9321 -1.1870
H 3.2127 -2.1992 -1.9939
H 3.6135 2.0868 -1.6100
H 2.2385 3.6711 -2.2983
H 1.0978 5.8276 -1.8483
H -1.1104 5.7726 -0.7414
H -1.6794 3.5994 0.4224
H 1.7367 -3.8111 -2.5772
H 0.1049 -5.3710 -2.8473
H -2.2612 -4.8799 -2.3123
H -2.7429 -2.6313 -1.1822
N -4.2347 1.0694 -0.4674
P -3.0296 0.5744 -1.6445
C -3.9586 -0.5923 -2.6745
C -3.5723 -0.8517 -3.9740
C -3.8910 -2.0787 -4.5943
C -4.5485 -3.0750 -3.9176
C -5.0524 -2.7933 -2.6280
C -4.7462 -1.5936 -2.0287
C -2.6755 1.9141 -2.9030
C -3.6422 2.8701 -3.3005
C -3.2129 3.8258 -4.2075
C -2.0082 3.6735 -4.8825
C -1.0907 2.7489 -4.4811
C -1.4076 1.8605 -3.4326
C -3.9605 1.6448 0.7997
C -5.0407 2.2849 1.5470
C -4.7507 2.9777 2.6755
C -3.4404 2.9754 3.1129
C -2.4769 2.2602 2.4197
N -2.7128 1.6330 1.2372
H -5.1932 1.1277 -0.8474
H -2.9742 -0.0882 -4.4623
H -3.5597 -2.2170 -5.6299
H -4.7834 -3.9712 -4.4746
H -5.7517 -3.4429 -2.1041
H -5.1511 -1.4946 -1.0402
H -4.6263 2.8453 -2.8260
H -3.8197 4.6453 -4.6001
H -1.8973 4.4015 -5.6579
H -0.2244 2.7267 -5.0664
H -0.7007 1.1051 -3.1775
H -6.0376 2.2499 1.0943
H -5.5342 3.5586 3.1563
H -3.1300 3.3921 4.0412
H -1.4818 2.2534 2.8014
O -2.6135 -2.1738 3.2062
Cl -2.0835 -2.3223 1.8702
O -2.2597 -3.6134 1.2751
O -2.7824 -1.3694 0.9765
O -0.6544 -1.9357 1.7827
C 2.0355 -3.0423 3.5386
O 2.8492 -2.2374 2.7016
C 4.1487 -2.1380 2.8305
C 4.9657 -3.0473 3.5539
C 6.3227 -2.7858 3.7873
C 6.9821 -1.7297 3.1628
C 6.2004 -0.9464 2.2981
C 4.8010 -1.0759 2.1282
N 4.1377 -0.1574 1.3113
C 3.0999 0.4984 1.7534
C 2.4729 0.4835 3.0761
C 3.1699 0.3190 4.2449
C 2.5741 0.1351 5.4894
C 1.1759 0.1073 5.4784
C 0.4088 0.2387 4.3476
C 1.0806 0.3436 3.0914
O 0.3894 0.5644 1.9459
H 1.9056 -4.0080 3.1116
H 0.9673 -2.7375 3.5136
H 2.3164 -3.1065 4.6098
H 4.5970 -3.9711 3.9430
H 6.9252 -3.5190 4.3818
H 7.9455 -1.4187 3.5210
H 6.6561 -0.1924 1.6418
H 5.1845 0.1379 -0.2761
H 2.5363 1.0273 1.0062
H 4.2689 0.2328 4.2271
H 3.1447 -0.0901 6.4022
H 0.6622 -0.1075 6.4110
H -0.7091 0.1267 4.4174
*
```

These are the Mulliken partial charges, in e, on atoms 1 to 2: 0.80, -0.58

---

Record 2
A molecular structure, C47H39CoN3O2P2S2 at a distorted geometry. Source: the OMol25 dataset; level of theory: ωB97M-V with the def2-TZVPD basis set.

Its gap between HOMO and LUMO (alpha / beta) is 7.281 / 7.475 eV. As for the relative energy (zero: lowest compared OMol25 entry of this formula, charge and spin): 0.000 eV. Its molecular weight is 862.9 g mol⁻¹.

Geometry as ORCA input:
```
! wB97M-V def2-TZVPD RIJCOSX def2/J DEFGRID3
* xyz 2 2
Co -0.7503 -0.1025 -0.1070
O -1.6254 0.1924 3.1115
S -0.5141 0.2487 2.1410
C 0.3519 1.8074 2.3071
C 0.9414 2.1416 3.5172
C 1.4991 3.3999 3.6630
C 1.4545 4.3126 2.6140
C 0.8440 3.9802 1.4157
C 0.3083 2.7067 1.2365
P -0.6360 2.1758 -0.2125
C 0.3487 2.2990 -1.7471
C -0.0803 1.4702 -2.7916
C 0.5789 1.4790 -4.0085
C 1.6638 2.3293 -4.2015
C 2.0796 3.1638 -3.1783
C 1.4297 3.1452 -1.9482
C -1.9828 3.3417 -0.4598
C -2.0020 4.2281 -1.5331
C -3.0260 5.1616 -1.6271
C -4.0226 5.2065 -0.6642
C -4.0094 4.3154 0.4026
C -2.9925 3.3832 0.5058
C 0.7328 -0.9216 2.6458
C 0.6716 -1.4467 3.9265
C 1.5423 -2.4715 4.2675
C 2.4284 -2.9703 3.3208
C 2.4680 -2.4405 2.0372
C 1.6209 -1.3971 1.6777
P 1.6266 -0.5713 0.0396
C 2.9444 0.6651 0.2402
C 3.4934 1.2174 -0.9157
C 4.5079 2.1569 -0.8274
C 4.9841 2.5514 0.4154
C 4.4541 1.9915 1.5694
C 3.4405 1.0484 1.4847
C 2.3645 -1.7244 -1.1445
C 1.6014 -2.2224 -2.1949
C 2.1561 -3.1000 -3.1163
C 3.4857 -3.4724 -2.9984
C 4.2660 -2.9552 -1.9708
C 3.7139 -2.0785 -1.0527
H 0.9486 1.4379 4.3403
H 1.9566 3.6798 4.6023
H 1.8832 5.2975 2.7413
H 0.7763 4.7131 0.6215
H -0.9716 0.8588 -2.6666
H 0.2400 0.8404 -4.8137
H 2.1743 2.3466 -5.1551
H 2.9147 3.8346 -3.3331
H 1.7781 3.7895 -1.1514
H -1.2358 4.1920 -2.2949
H -3.0418 5.8552 -2.4568
H -4.8147 5.9391 -0.7435
H -4.7890 4.3524 1.1515
H -2.9773 2.6892 1.3404
H -0.0657 -1.0722 4.6259
H 1.5178 -2.8907 5.2643
H 3.0954 -3.7809 3.5825
H 3.1547 -2.8536 1.3113
H 3.1468 0.8914 -1.8895
H 4.9368 2.5719 -1.7302
H 5.7812 3.2797 0.4832
H 4.8419 2.2757 2.5389
H 3.0583 0.6021 2.3928
H 0.5774 -1.9017 -2.3129
H 1.5552 -3.4811 -3.9314
H 3.9230 -4.1518 -3.7175
H 5.3097 -3.2284 -1.8928
H 4.3369 -1.6573 -0.2729
O -2.6365 0.3185 -0.5962
N -3.7959 -0.1803 -0.1850
C -4.8073 -0.1663 -1.0723
C -6.0487 -0.6407 -0.7191
C -6.2571 -1.1284 0.5630
C -5.2036 -1.1086 1.4622
C -3.9739 -0.6245 1.0698
H -4.5523 0.2365 -2.0406
H -6.8411 -0.6213 -1.4529
H -7.2262 -1.5054 0.8572
H -5.3241 -1.4523 2.4794
H -3.1216 -0.5291 1.7260
N -1.4181 -7.1096 0.2133
C -1.7615 -6.2866 -0.7881
S -2.3491 -6.8284 -2.2171
C -1.5995 -4.8186 -0.5110
C -1.3647 -4.2997 0.7583
C -1.1989 -2.9369 0.9259
N -1.2535 -2.0686 -0.0879
C -1.5389 -2.5643 -1.3036
C -1.7153 -3.9050 -1.5538
H -1.4953 -8.1024 0.0593
H -0.9164 -6.8036 1.0273
H -1.3365 -4.9164 1.6454
H -1.0407 -2.5354 1.9173
H -1.6566 -1.8376 -2.0994
H -1.9385 -4.2589 -2.5505
*
```

These are the Mulliken partial charges, in e, on atoms 1 to 2: 0.27, -0.99

---

Record 3
A molecular structure, C47H39CuN2P2SSi. Source: the OMol25 dataset; level of theory: ωB97M-V with the def2-TZVPD basis set.

Its gap between HOMO and LUMO is 6.326 eV. As for the relative energy (zero: lowest compared OMol25 entry of this formula, charge and spin): 0.000 eV. Its molecular weight is 817.5 g mol⁻¹.

Geometry as ORCA input:
```
! wB97M-V def2-TZVPD RIJCOSX def2/J DEFGRID3
* xyz 0 1
Cu -0.6516 -2.1493 1.2061
C 0.3260 -2.2606 4.6514
Si 0.4179 -1.3032 3.0128
C 0.0829 0.5239 3.4919
C 0.1994 0.8740 4.8427
C -0.1156 2.1369 5.3204
C -0.5796 3.0998 4.4407
C -0.6987 2.7917 3.0949
C -0.3622 1.5275 2.6030
P -0.5460 1.1403 0.8097
C -1.3975 2.6446 0.1767
C -0.7858 3.8719 -0.0844
C -1.5137 4.9331 -0.6034
C -2.8725 4.7940 -0.8546
C -3.4985 3.5853 -0.5883
C -2.7606 2.5209 -0.0885
C 1.1675 1.4412 0.0933
C 2.4448 0.9376 -1.6100
C 3.7424 1.6710 -1.5159
C 4.0819 2.4992 -0.5290
C 3.2499 2.8256 0.6293
C 2.0184 2.3856 0.9055
C 2.3003 -1.4106 2.6357
C 3.2319 -0.8612 3.5193
C 4.5980 -1.0052 3.3287
C 5.0666 -1.7242 2.2384
C 4.1679 -2.2661 1.3325
C 2.7951 -2.1021 1.5170
P 1.5838 -2.6435 0.2483
C 2.6448 -3.5551 -0.9381
C 2.8165 -4.9212 -0.7197
C 3.6209 -5.6777 -1.5593
C 4.2524 -5.0780 -2.6399
C 4.0786 -3.7210 -2.8738
C 3.2820 -2.9639 -2.0263
C 1.2529 -1.0639 -0.6426
C 0.2747 -1.1147 -1.5619
C -0.3045 -0.0068 -2.3199
C 0.0368 1.2829 -2.2378
C 1.1806 1.8270 -1.4347
C 2.0255 0.1797 -0.3177
H 1.0971 -1.9651 5.3682
H 0.4739 -3.3217 4.4369
H -0.6513 -2.1530 5.1273
H 0.5312 0.1273 5.5537
H -0.0124 2.3607 6.3752
H -0.8494 4.0873 4.7941
H -1.0634 3.5557 2.4221
H 0.2675 4.0087 0.1282
H -1.0196 5.8758 -0.8033
H -3.4411 5.6235 -1.2550
H -4.5573 3.4684 -0.7838
H -3.2464 1.5684 0.0923
H 2.4185 0.3258 -2.5111
H 4.4496 1.5090 -2.3219
H 5.0548 2.9750 -0.5689
H 3.6980 3.4966 1.3539
H 1.5870 2.7274 1.8384
H 2.8770 -0.3013 4.3791
H 5.2956 -0.5632 4.0297
H 6.1307 -1.8528 2.0839
H 4.5456 -2.8045 0.4725
H 2.3158 -5.3940 0.1183
H 3.7495 -6.7364 -1.3738
H 4.8753 -5.6674 -3.3004
H 4.5687 -3.2485 -3.7158
H 3.1552 -1.9045 -2.2132
H -0.1872 -2.0801 -1.7456
H -1.1312 -0.2734 -2.9710
H -0.5343 2.0020 -2.8152
H 1.3242 2.8874 -1.6300
H 2.8394 -0.0195 0.3717
S -5.3645 -1.8948 -3.2410
C -4.1984 -2.0781 -1.9313
C -4.1244 -1.2102 -0.8491
C -3.1583 -1.4269 0.1122
N -2.2864 -2.4397 0.0578
C -2.3994 -3.3042 -0.9540
C -3.3309 -3.1662 -1.9648
C -5.5737 -0.1318 -3.2795
C -4.4896 0.7310 -3.3866
C -4.7366 2.0917 -3.4503
N -5.9585 2.6240 -3.4298
C -6.9854 1.7862 -3.3429
C -6.8506 0.4056 -3.2577
H -4.7939 -0.3664 -0.7588
H -3.0506 -0.7593 0.9570
H -1.6846 -4.1178 -0.9695
H -3.3524 -3.8749 -2.7813
H -3.4741 0.3576 -3.4087
H -3.9095 2.7889 -3.5185
H -7.9722 2.2352 -3.3258
H -7.7211 -0.2295 -3.1664
*
```

These are the Mulliken partial charges, in e, on atoms 1 to 2: -0.75, -1.60

---

Record 4
A molecular structure, C47H39FeN9OS3Se at a distorted geometry. Source: the OMol25 dataset; level of theory: ωB97M-V with the def2-TZVPD basis set.

Its gap between HOMO and LUMO (alpha / beta) is 7.670 / 7.380 eV. As for the relative energy (zero: lowest compared OMol25 entry of this formula, charge and spin): 0.000 eV. Its molecular weight is 976.9 g mol⁻¹.

Geometry as ORCA input:
```
! wB97M-V def2-TZVPD RIJCOSX def2/J DEFGRID3
* xyz 3 6
Fe -0.1859 0.2713 -0.2618
N 0.1194 -0.0392 1.5624
S -0.2991 -0.7256 2.8087
N -0.9263 -2.2087 2.6771
S -0.2566 -3.4611 2.0375
N -0.6153 -3.7323 0.5507
S -1.4689 -2.7789 -0.4203
N -0.9223 -1.4138 -0.6648
C -3.1338 -2.7442 0.1803
C -3.5693 -3.6026 1.1779
C -4.9006 -3.5456 1.5649
C -5.7710 -2.6585 0.9452
C -5.3192 -1.8115 -0.0613
C -3.9899 -1.8487 -0.4463
C -1.4917 -3.7211 -1.9113
C -2.6671 -4.2972 -2.3715
C -2.6435 -4.9534 -3.5947
C -1.4683 -5.0217 -4.3273
C -0.3022 -4.4256 -3.8539
C -0.3094 -3.7633 -2.6416
C 1.5033 -3.4377 2.1548
C 2.1858 -2.6249 1.2584
C 3.5617 -2.5285 1.3637
C 4.2327 -3.2406 2.3534
C 3.5335 -4.0480 3.2407
C 2.1534 -4.1549 3.1506
C -0.8105 -4.8287 2.9853
C -0.4415 -6.0973 2.5443
C -0.8111 -7.1884 3.3097
C -1.5332 -7.0018 4.4855
C -1.9144 -5.7284 4.8924
C -1.5534 -4.6215 4.1400
C -1.6641 0.0878 3.5803
C -1.5655 0.6017 4.8638
C -2.6637 1.2708 5.3905
C -3.8204 1.4095 4.6387
C -3.8953 0.8895 3.3486
C -2.8100 0.2306 2.8029
C 1.0048 -0.8473 3.9926
C 2.1327 -0.0629 3.8091
C 3.1394 -0.1226 4.7612
C 3.0028 -0.9507 5.8681
C 1.8674 -1.7410 6.0286
C 0.8546 -1.6954 5.0871
H -2.8885 -4.3026 1.6401
H -5.2589 -4.2043 2.3447
H -6.8085 -2.6280 1.2510
H -6.0052 -1.1336 -0.5529
H -3.5950 -1.2074 -1.2223
H -3.5800 -4.2439 -1.7945
H -3.5484 -5.4103 -3.9719
H -1.4567 -5.5471 -5.2731
H 0.6089 -4.4780 -4.4346
H 0.5821 -3.2894 -2.2547
H 1.6359 -2.0757 0.5085
H 4.1143 -1.9052 0.6716
H 5.3102 -3.1723 2.4293
H 4.0614 -4.6056 4.0028
H 1.6068 -4.7862 3.8384
H 0.1133 -6.2199 1.6214
H -0.5310 -8.1843 2.9942
H -1.8032 -7.8595 5.0879
H -2.4881 -5.5974 5.8001
H -1.8548 -3.6210 4.4210
H -0.6589 0.4926 5.4426
H -2.6071 1.6862 6.3875
H -4.6716 1.9297 5.0581
H -4.8026 1.0048 2.7696
H -2.8359 -0.1703 1.7948
H 2.2067 0.5771 2.9392
H 4.0270 0.4851 4.6456
H 3.7836 -0.9800 6.6170
H 1.7697 -2.3848 6.8929
H -0.0386 -2.2969 5.1989
N 6.5288 0.9049 -3.0095
C 5.8895 0.0654 -2.1744
O 6.4140 -0.7807 -1.4829
C 4.3911 0.2287 -2.0444
C 3.7808 1.4479 -1.7814
C 2.4476 1.4602 -1.4180
N 1.7132 0.3443 -1.3313
C 2.2920 -0.8240 -1.6539
C 3.6176 -0.9255 -1.9985
H 7.5276 0.8052 -3.1102
H 6.0457 1.5199 -3.6400
H 4.3374 2.3753 -1.8227
H 1.9478 2.3858 -1.1775
H 1.6574 -1.6982 -1.6122
H 4.0642 -1.8874 -2.2128
Se -4.0500 1.4409 -1.6356
N -3.9222 3.1736 -1.7670
C -2.7013 3.5209 -1.3978
C -2.1490 4.8331 -1.3511
C -0.8582 4.9432 -0.9370
C -0.1101 3.7897 -0.5665
N -0.5766 2.5637 -0.6032
C -1.8636 2.4245 -1.0064
N -2.3882 1.2236 -1.0393
H -2.7527 5.6846 -1.6368
H -0.3751 5.9085 -0.8821
H 0.9097 3.9119 -0.2206
*
```

These are the Mulliken partial charges, in e, on atoms 1 to 2: -0.51, -0.07

---

Record 5
A molecular structure, C47H39N4O2PRhSeTe. Source: the OMol25 dataset; level of theory: ωB97M-V with the def2-TZVPD basis set.

Its gap between HOMO and LUMO is 5.948 eV. As for the relative energy (zero: lowest compared OMol25 entry of this formula, charge and spin): 1.575 eV. Its molecular weight is 1032.3 g mol⁻¹.

Geometry as ORCA input:
```
! wB97M-V def2-TZVPD RIJCOSX def2/J DEFGRID3
* xyz 1 1
Rh -0.1589 0.3714 -0.1706
C -2.5910 -3.9727 4.8565
C -1.8592 -2.9208 4.0671
C -1.0520 -1.9716 4.6856
C -0.3623 -0.9947 3.9765
C 0.3415 0.1021 4.7140
O -0.2054 0.6673 5.6322
C 1.7348 0.4644 4.3132
C 2.0953 1.8038 4.2103
C 3.4081 2.1402 3.9203
C 4.3683 1.1441 3.7779
C 4.0086 -0.1919 3.8911
C 2.6842 -0.5343 4.1315
C -0.4766 -0.9359 2.5819
O 0.0745 0.0439 1.8742
C -1.3277 -1.8725 1.9683
C -2.0170 -2.8324 2.6874
C -1.5044 -1.4839 0.5571
N -0.6490 -1.7348 -0.3908
C 0.4064 -2.7264 -0.1671
C -0.0834 -4.1672 -0.0992
Te -1.4658 -4.7916 -1.6273
C -3.1611 -4.5881 -0.3886
C -4.0058 -3.4892 -0.5038
C -5.0878 -3.3454 0.3563
C -5.3343 -4.3033 1.3290
C -4.5048 -5.4122 1.4347
C -3.4233 -5.5582 0.5767
C -2.4764 -0.3930 0.2702
C -2.8637 0.5217 1.2736
C -3.7858 1.5097 0.9888
C -4.3739 1.5647 -0.2684
C -4.0242 0.6531 -1.2598
C -3.0687 -0.3097 -1.0051
H -2.3187 -3.9325 5.9098
H -2.3626 -4.9740 4.4879
H -3.6717 -3.8362 4.7842
H -0.9678 -1.9651 5.7665
H 1.3416 2.5681 4.3518
H 3.6895 3.1811 3.8291
H 5.4003 1.4131 3.5898
H 4.7593 -0.9679 3.8037
H 2.3939 -1.5757 4.2143
H -2.6963 -3.5050 2.1757
H 0.9377 -2.4904 0.7636
H 1.1151 -2.6209 -0.9899
H -0.5921 -4.3689 0.8421
H 0.7749 -4.8337 -0.1621
H -3.8226 -2.7429 -1.2659
H -5.7387 -2.4852 0.2620
H -6.1775 -4.1919 1.9980
H -4.7028 -6.1688 2.1829
H -2.7853 -6.4295 0.6562
H -2.4206 0.4698 2.2581
H -4.0411 2.2360 1.7473
H -5.1151 2.3250 -0.4784
H -4.5026 0.6947 -2.2288
H -2.7876 -1.0396 -1.7532
N 1.4134 -0.1266 -2.6571
P -0.0424 0.7349 -2.4173
C 0.2966 2.3606 -3.1348
C 0.1186 2.6027 -4.5007
C 0.5416 3.7996 -5.0559
C 1.1549 4.7581 -4.2624
C 1.3608 4.5133 -2.9129
C 0.9395 3.3202 -2.3485
C -1.2015 -0.0933 -3.5128
C -1.0283 -1.4387 -3.8251
C -1.9748 -2.0985 -4.5957
C -3.0988 -1.4230 -5.0451
C -3.2867 -0.0849 -4.7176
C -2.3462 0.5787 -3.9493
C 2.3094 -0.1670 -1.6135
C 3.6548 -0.4761 -1.7957
C 4.4873 -0.4750 -0.6993
C 3.9780 -0.1562 0.5560
C 2.6408 0.1313 0.6787
N 1.8196 0.1024 -0.3909
H 1.8181 -0.1572 -3.5832
H -0.3335 1.8601 -5.1415
H 0.3937 3.9801 -6.1121
H 1.4780 5.6942 -4.6982
H 1.8444 5.2552 -2.2920
H 1.0911 3.1468 -1.2936
H -0.1689 -1.9784 -3.4499
H -1.8370 -3.1447 -4.8327
H -3.8351 -1.9396 -5.6465
H -4.1677 0.4402 -5.0626
H -2.5062 1.6155 -3.6814
H 4.0203 -0.6967 -2.7889
H 5.5366 -0.7085 -0.8211
H 4.6014 -0.1227 1.4351
H 2.1753 0.3819 1.6232
Se -1.0496 4.0587 2.4208
C -0.4516 3.0046 1.1589
N -0.0434 2.2951 0.3114
*
```

These are the Mulliken partial charges, in e, on atoms 1 to 2: -1.22, -1.65

---

| no. | E_tot (Eh) |
| --- | --- |
| 1 | -4704.2161 |
| 2 | -4990.5377 |
| 3 | -4934.7450 |
| 4 | -7241.1145 |
| 5 | -5305.1036 |